Below is the molecule C4H4O, with properties calculated with ωB97M-V/def2-TZVPD.

```
! RIJCOSX wB97M-V def2-TZVPD def2/J DEFGRID3
* xyz 0 1
C -1.433 0.071 0.040
C -0.042 -0.459 0.211
C 1.050 0.189 -0.164
C 2.319 0.372 -0.285
O 3.440 0.685 -0.451
H -1.411 1.136 -0.201
H -2.027 -0.090 0.946
H -1.944 -0.459 -0.775
H 0.049 -1.445 0.679
*
```

For the gap between HOMO and LUMO, the calculation gives 8.47 eV. The HOMO energy is -8.82 eV. The LUMO energy is -0.351 eV. Its total energy is -6258.0126 eV. As for the relative energy (zero: lowest compared OMol25 entry of this formula, charge and spin): 31.5 kcal/mol.